[1]
Here is C44H31CuI2NO5S2 as an isolated structure from the OMol25 dataset. Energies are from wB97M-V/def2-TZVPD.

- Frontier orbital gap (alpha / beta): 5.8148 / 4.1307 eV
- E_HOMO (alpha / beta): -7.419 / -7.419 eV
- Largest force on an atom: 3.24 eV Å⁻¹

Structure (ORCA input):
```
! RIJCOSX wB97M-V def2-TZVPD def2/J DEFGRID3
* xyz 0 2
Cu 2.53 -4.00 -0.63
I 5.70 0.12 -0.12
C 5.85 -1.57 -1.23
C 6.95 -1.76 -2.04
C 7.09 -3.01 -2.67
I 9.12 -3.60 -3.16
C 5.99 -3.90 -2.80
C 6.06 -5.12 -3.55
C 4.97 -5.97 -3.47
C 3.86 -5.64 -2.69
N 3.79 -4.50 -1.96
C 4.85 -3.65 -2.02
C 4.78 -2.53 -1.15
O 3.76 -2.40 -0.36
H 7.70 -0.98 -2.07
H 6.90 -5.28 -4.23
H 4.85 -6.85 -4.13
H 2.99 -6.27 -2.60
C -7.25 -3.24 1.24
C -5.81 -2.83 1.23
C -5.01 -3.06 0.10
C -3.65 -2.87 0.14
C -3.06 -2.24 1.24
C -3.83 -2.01 2.38
C -5.19 -2.24 2.34
S -1.30 -1.74 1.27
O -0.92 -1.35 2.65
C -1.42 -0.32 0.13
C -1.56 -0.65 -1.26
C -1.82 0.38 -2.15
C -1.94 1.74 -1.73
C -2.35 2.75 -2.60
C -2.31 4.09 -2.19
C -2.02 4.37 -0.88
C -1.73 3.37 0.03
C -1.67 2.04 -0.36
C -1.43 1.00 0.58
C -1.06 1.42 1.95
C -2.09 1.92 2.85
C -3.49 1.75 2.52
C -4.47 2.26 3.38
C -4.07 3.03 4.47
C -2.74 3.21 4.77
C -1.69 2.60 4.00
C -0.32 2.64 4.33
C 0.65 2.07 3.57
C 0.26 1.47 2.34
S 1.50 0.83 1.14
O 2.73 0.55 1.94
C 1.90 2.26 0.09
C 2.27 1.89 -1.22
C 2.89 2.82 -2.02
C 3.05 4.21 -1.59
C 3.88 5.18 -2.39
C 2.48 4.54 -0.38
C 1.83 3.61 0.48
H -7.37 -4.33 1.41
H -7.69 -2.94 0.27
H -7.81 -2.84 2.10
H -5.49 -3.45 -0.78
H -2.97 -3.16 -0.65
H -3.43 -1.45 3.22
H -5.81 -1.85 3.19
H -1.55 -1.66 -1.54
H -1.87 0.22 -3.24
H -2.55 2.54 -3.69
H -2.79 4.84 -2.83
H -2.04 5.39 -0.59
H -1.57 3.71 1.04
H -3.74 1.26 1.58
H -5.53 2.05 3.18
H -4.78 3.53 5.09
H -2.48 3.80 5.70
H -0.04 3.12 5.27
H 1.74 2.21 3.80
H 2.17 0.86 -1.50
H 3.33 2.48 -2.95
H 3.85 4.86 -3.44
H 4.91 5.40 -2.04
H 3.41 6.22 -2.45
H 2.51 5.56 -0.06
H 1.38 3.91 1.46
O -1.40 -4.58 -0.50
C -0.21 -4.72 -0.77
O 0.79 -4.25 -0.11
H 0.04 -5.30 -1.67
*
```

These are the Mulliken partial charges, in e, on atoms 1 to 2: atom 1 (Cu): 0.16, atom 2 (I): 0.31

[2]
Here is one molecule with the formula C3H5NO from the OMol25 dataset. Energies are from wB97M-V/def2-TZVPD.

- Frontier orbital gap: 8.8366 eV
- E_HOMO: -8.162 eV
- Largest force on an atom: 4.17 eV Å⁻¹

Structure (ORCA input):
```
! RIJCOSX wB97M-V def2-TZVPD def2/J DEFGRID3
* xyz 0 1
C 0.02 -0.89 -0.08
C -2.10 0.34 0.06
C 1.42 -0.62 -0.01
N -0.96 -0.17 -0.18
O 1.77 0.78 -0.07
H -2.36 0.72 0.99
H -2.65 0.82 -0.82
H 2.13 -0.96 -0.83
H 1.86 -1.18 0.86
H 0.88 1.15 0.08
*
```

These are the Mulliken partial charges, in e, on atoms 1 to 2: atom 1 (C): 0.02, atom 2 (C): -0.41

[3]
Here is C24H21ClN7Zn as an isolated structure from the OMol25 dataset. Energies are from wB97M-V/def2-TZVPD.

- Frontier orbital gap: 6.8883 eV
- E_HOMO: -10.251 eV
- Largest force on an atom: 2.81 eV Å⁻¹

Structure (ORCA input):
```
! RIJCOSX wB97M-V def2-TZVPD def2/J DEFGRID3
* xyz 1 1
Zn -7.57 -14.11 -0.87
N -9.82 -18.01 -0.43
C -9.49 -16.73 -0.65
N -8.27 -16.30 -0.69
C -7.19 -17.14 -0.57
N -5.96 -16.76 -0.61
N -5.88 -15.37 -0.68
C -4.73 -14.87 -0.76
C -4.64 -13.37 -0.73
C -3.40 -12.70 -0.62
C -3.33 -11.35 -0.80
C -4.53 -10.63 -0.97
C -5.74 -11.36 -0.85
N -5.75 -12.72 -0.85
C -7.50 -18.56 -0.24
C -6.50 -19.48 0.07
C -6.75 -20.70 0.59
C -8.07 -21.20 0.68
C -9.11 -20.33 0.29
C -8.85 -18.99 -0.10
H -10.76 -18.26 -0.27
H -10.27 -16.04 -0.59
H -3.80 -15.47 -0.66
H -2.50 -13.26 -0.60
H -2.34 -10.87 -0.69
H -4.54 -9.59 -1.05
H -6.78 -10.97 -0.86
H -5.49 -19.04 -0.10
H -5.80 -21.22 0.92
H -8.38 -22.12 1.22
H -10.14 -20.61 0.55
N -6.28 -13.68 -4.88
C -6.97 -12.52 -4.71
C -7.66 -12.65 -3.55
N -7.42 -13.91 -3.01
C -6.47 -14.47 -3.79
H -5.67 -13.90 -5.66
H -6.94 -11.76 -5.45
H -8.21 -11.84 -3.11
H -6.03 -15.47 -3.79
Cl -8.44 -14.54 2.53
C -9.96 -14.43 1.62
C -10.90 -15.36 1.89
C -12.03 -15.45 1.06
C -12.23 -14.40 0.15
C -11.15 -13.53 -0.15
C -9.96 -13.52 0.59
C -8.81 -12.81 0.12
H -10.73 -16.11 2.70
H -12.85 -16.11 1.35
H -13.18 -14.41 -0.36
H -11.24 -12.66 -0.86
H -8.29 -12.35 0.96
H -9.13 -12.03 -0.63
*
```

These are the Mulliken partial charges, in e, on atoms 1 to 2: atom 1 (Zn): 0.37, atom 2 (N): -0.01

[4]
Here is one molecule with the formula C5H8O2S from the OMol25 dataset. Energies are from wB97M-V/def2-TZVPD.

- Frontier orbital gap: 9.7646 eV
- E_HOMO: -9.291 eV
- Structure (SMILES): C[C@@H]1OCCSC1=O
- Largest force on an atom: 4.33 eV Å⁻¹

Structure (ORCA input):
```
! RIJCOSX wB97M-V def2-TZVPD def2/J DEFGRID3
* xyz 0 1
C 0.49 1.57 0.73
C 0.66 0.74 -0.55
C -1.38 -0.50 -0.41
C -0.80 -1.57 0.41
C 1.50 -0.44 -0.31
H -0.11 1.10 1.56
H 0.08 2.52 0.24
H 1.48 1.83 0.86
H 1.19 1.36 -1.36
H -2.09 -0.92 -1.19
H -1.93 0.26 0.21
H -0.64 -1.25 1.46
H -1.38 -2.57 0.44
O -0.48 0.34 -1.29
O 2.68 -0.39 -0.39
S 0.74 -2.09 -0.41
*
```

These are the Mulliken partial charges, in e, on atoms 1 to 2: atom 1 (C): -1.12, atom 2 (C): 0.25

[5]
Here is a 2-piece molecular cluster, C5H9N2O overall from the OMol25 dataset. Energies are from wB97M-V/def2-TZVPD.

- Frontier orbital gap: 7.3233 eV
- E_HOMO: -12.253 eV
- Largest force on an atom: 2.93 eV Å⁻¹

Structure (ORCA input):
```
! RIJCOSX wB97M-V def2-TZVPD def2/J DEFGRID3
* xyz 1 1
C 0.84 -0.01 0.83
C -0.46 0.08 0.30
C 1.66 0.95 0.11
C 0.75 1.71 -0.59
C -1.54 -1.73 -0.38
N 3.04 0.90 0.14
N -2.78 -1.34 -0.52
O -0.52 1.19 -0.51
H 1.14 -0.72 1.61
H -1.28 0.22 0.98
H 0.91 2.70 -1.16
H -1.22 -2.26 0.48
H 3.41 1.81 -0.02
H -0.86 -1.82 -1.18
H -3.11 -0.79 -1.31
H 3.37 0.30 0.90
H -3.34 -1.17 0.32
*
```

These are the Mulliken partial charges, in e, on atoms 1 to 2: atom 1 (C): -0.11, atom 2 (C): -0.48

[6]
Here is one molecule with the formula C5H10O2 from the OMol25 dataset. Energies are from wB97M-V/def2-TZVPD.

- Frontier orbital gap: 10.7504 eV
- E_HOMO: -9.791 eV
- Structure (SMILES): C[C@@H](O)CCC=O
- Largest force on an atom: 0.49 eV Å⁻¹

Structure (ORCA input):
```
! RIJCOSX wB97M-V def2-TZVPD def2/J DEFGRID3
* xyz 0 1
C -1.90 0.20 -0.16
C -0.71 -0.69 -0.56
O 0.01 -0.13 -1.65
C 0.23 -0.95 0.64
C 1.55 -0.17 0.60
C 1.45 1.27 0.15
O 0.57 2.04 0.45
H -2.50 -0.28 0.62
H -1.53 1.15 0.23
H -2.55 0.38 -1.02
H -1.10 -1.65 -0.91
H -0.29 0.79 -1.75
H -0.30 -0.76 1.58
H 0.50 -2.02 0.66
H 2.29 -0.67 -0.03
H 1.98 -0.13 1.61
H 2.30 1.63 -0.47
*
```

These are the Mulliken partial charges, in e, on atoms 1 to 2: atom 1 (C): -1.44, atom 2 (C): 0.29

[7]
Here is C36H50N8NbO3 as an isolated structure from the OMol25 dataset. Energies are from wB97M-V/def2-TZVPD.

- Frontier orbital gap: 7.3814 eV
- E_HOMO: -5.732 eV
- Largest force on an atom: 8.83 eV Å⁻¹

Structure (ORCA input):
```
! RIJCOSX wB97M-V def2-TZVPD def2/J DEFGRID3
* xyz -1 1
C 3.24 -4.24 0.41
C 2.88 -2.77 1.04
O 2.79 -2.69 2.38
O 2.59 -1.54 0.28
C 1.14 -1.61 -0.12
O 0.91 -1.36 -1.43
C -0.10 -1.90 0.91
Nb -1.26 -3.82 0.52
H 3.68 -4.90 1.31
H 4.05 -4.23 -0.44
H 2.29 -4.79 0.01
H -0.81 -0.94 0.86
H 0.28 -1.94 2.02
H 0.24 -4.74 1.05
H -0.72 -3.93 -1.22
H -2.80 -2.93 0.04
H -1.89 -3.75 2.25
H -2.13 -5.44 0.38
N 4.31 0.48 1.12
C 5.23 1.27 0.49
C 5.58 2.29 1.35
C 4.85 2.10 2.55
C 4.07 0.97 2.38
H 3.87 -0.34 0.72
H 5.56 1.05 -0.52
H 6.29 3.08 1.14
H 4.88 2.71 3.44
H 3.37 0.48 3.04
N -6.17 -3.45 -1.25
C -7.06 -4.46 -1.01
C -6.92 -5.39 -2.02
C -5.90 -4.93 -2.88
C -5.45 -3.72 -2.38
H -6.06 -2.62 -0.67
H -7.72 -4.43 -0.16
H -7.48 -6.31 -2.11
H -5.53 -5.42 -3.77
H -4.69 -3.05 -2.73
N 10.58 3.89 -0.95
C 9.51 4.66 -1.31
C 8.36 3.97 -1.01
C 8.75 2.74 -0.43
C 10.12 2.71 -0.41
H 11.55 4.14 -1.06
H 9.66 5.64 -1.76
H 7.35 4.32 -1.18
H 8.09 1.95 -0.07
H 10.82 1.96 -0.05
N 9.44 7.97 1.13
C 10.32 6.92 1.23
C 11.31 7.28 2.11
C 11.02 8.59 2.57
C 9.86 8.99 1.95
H 8.62 7.99 0.55
H 10.16 6.01 0.66
H 12.15 6.66 2.40
H 11.60 9.17 3.27
H 9.30 9.91 2.02
N -2.26 -3.63 -5.71
C -1.38 -4.68 -5.61
C -0.39 -4.32 -4.73
C -0.68 -3.01 -4.27
C -1.84 -2.61 -4.89
H -3.08 -3.60 -6.29
H -1.54 -5.58 -6.18
H 0.45 -4.94 -4.44
H -0.10 -2.43 -3.56
H -2.40 -1.69 -4.82
N -6.08 0.32 -0.31
C -4.96 0.46 -1.08
C -5.01 1.70 -1.68
C -6.20 2.33 -1.25
C -6.84 1.46 -0.41
H -6.32 -0.50 0.24
H -4.22 -0.33 -1.14
H -4.26 2.11 -2.35
H -6.55 3.32 -1.53
H -7.78 1.54 0.14
N -5.85 -6.11 2.02
C -6.46 -5.79 3.21
C -5.86 -6.52 4.21
C -4.85 -7.31 3.61
C -4.86 -7.03 2.26
H -6.08 -5.73 1.12
H -7.26 -5.07 3.24
H -6.12 -6.49 5.26
H -4.18 -8.00 4.11
H -4.25 -7.41 1.45
N -6.63 5.10 1.05
C -6.91 5.58 2.30
C -7.43 6.84 2.16
C -7.47 7.13 0.77
C -6.97 6.04 0.11
H -6.23 4.19 0.85
H -6.72 4.98 3.18
H -7.76 7.49 2.96
H -7.83 8.04 0.31
H -6.83 5.84 -0.94
*
```

These are the Mulliken partial charges, in e, on atoms 1 to 2: atom 1 (C): -0.83, atom 2 (C): 0.66

Copy entry 3 word for word.
Here is C24H21ClN7Zn as an isolated structure from the OMol25 dataset. Energies are from wB97M-V/def2-TZVPD.

- Frontier orbital gap: 6.8883 eV
- E_HOMO: -10.251 eV
- Largest force on an atom: 2.81 eV Å⁻¹

Structure (ORCA input):
```
! RIJCOSX wB97M-V def2-TZVPD def2/J DEFGRID3
* xyz 1 1
Zn -7.57 -14.11 -0.87
N -9.82 -18.01 -0.43
C -9.49 -16.73 -0.65
N -8.27 -16.30 -0.69
C -7.19 -17.14 -0.57
N -5.96 -16.76 -0.61
N -5.88 -15.37 -0.68
C -4.73 -14.87 -0.76
C -4.64 -13.37 -0.73
C -3.40 -12.70 -0.62
C -3.33 -11.35 -0.80
C -4.53 -10.63 -0.97
C -5.74 -11.36 -0.85
N -5.75 -12.72 -0.85
C -7.50 -18.56 -0.24
C -6.50 -19.48 0.07
C -6.75 -20.70 0.59
C -8.07 -21.20 0.68
C -9.11 -20.33 0.29
C -8.85 -18.99 -0.10
H -10.76 -18.26 -0.27
H -10.27 -16.04 -0.59
H -3.80 -15.47 -0.66
H -2.50 -13.26 -0.60
H -2.34 -10.87 -0.69
H -4.54 -9.59 -1.05
H -6.78 -10.97 -0.86
H -5.49 -19.04 -0.10
H -5.80 -21.22 0.92
H -8.38 -22.12 1.22
H -10.14 -20.61 0.55
N -6.28 -13.68 -4.88
C -6.97 -12.52 -4.71
C -7.66 -12.65 -3.55
N -7.42 -13.91 -3.01
C -6.47 -14.47 -3.79
H -5.67 -13.90 -5.66
H -6.94 -11.76 -5.45
H -8.21 -11.84 -3.11
H -6.03 -15.47 -3.79
Cl -8.44 -14.54 2.53
C -9.96 -14.43 1.62
C -10.90 -15.36 1.89
C -12.03 -15.45 1.06
C -12.23 -14.40 0.15
C -11.15 -13.53 -0.15
C -9.96 -13.52 0.59
C -8.81 -12.81 0.12
H -10.73 -16.11 2.70
H -12.85 -16.11 1.35
H -13.18 -14.41 -0.36
H -11.24 -12.66 -0.86
H -8.29 -12.35 0.96
H -9.13 -12.03 -0.63
*
```

These are the Mulliken partial charges, in e, on atoms 1 to 2: atom 1 (Zn): 0.37, atom 2 (N): -0.01

Please write out number 2 again, unchanged.
Here is one molecule with the formula C3H5NO from the OMol25 dataset. Energies are from wB97M-V/def2-TZVPD.

- Frontier orbital gap: 8.8366 eV
- E_HOMO: -8.162 eV
- Largest force on an atom: 4.17 eV Å⁻¹

Structure (ORCA input):
```
! RIJCOSX wB97M-V def2-TZVPD def2/J DEFGRID3
* xyz 0 1
C 0.02 -0.89 -0.08
C -2.10 0.34 0.06
C 1.42 -0.62 -0.01
N -0.96 -0.17 -0.18
O 1.77 0.78 -0.07
H -2.36 0.72 0.99
H -2.65 0.82 -0.82
H 2.13 -0.96 -0.83
H 1.86 -1.18 0.86
H 0.88 1.15 0.08
*
```

These are the Mulliken partial charges, in e, on atoms 1 to 2: atom 1 (C): 0.02, atom 2 (C): -0.41